Record 1
A single C7H9FO2 molecule, computed with ωB97M-V/def2-TZVPD.

Structure (XYZ):
```
19
C7H9FO2, DFT ωB97M-V/def2-TZVPD
C -1.80 -1.07 0.00
C -0.87 -1.07 1.05
C -1.87 -0.03 -0.84
C 0.09 -0.18 1.16
C -0.92 1.26 -0.62
C 0.41 0.82 0.05
C 2.47 -0.03 -0.18
O -1.62 2.17 0.20
O 1.35 0.49 -0.83
F 0.83 1.97 0.85
H -2.41 -1.95 -0.29
H -1.05 -1.88 1.72
H -2.42 0.03 -1.78
H 0.68 -0.23 2.11
H -0.66 1.77 -1.58
H 3.30 0.12 -0.90
H 2.23 -1.10 -0.10
H 2.50 0.46 0.75
H -0.83 2.75 0.57
```

As for the energy relative to the best compared isomer or geometry (same formula, charge and spin): 19.5 kcal/mol. The HOMO energy comes out at -9.00 eV. As for the spin multiplicity: 1. The SMILES is CO[C@]1(F)C=CC=C[C@H]1O. The gap between HOMO and LUMO is 9.4 eV. Its charge is 0.


Record 2
A single C7H9I molecule, computed with ωB97M-V/def2-TZVPD.

Structure (XYZ):
```
17
C7H9I, DFT ωB97M-V/def2-TZVPD
C -1.54 1.42 0.43
C -0.85 0.41 0.94
C 0.22 -0.24 1.68
C 1.08 -0.77 0.55
C 1.18 0.08 -0.82
C -0.22 0.19 -1.54
C -1.37 0.29 -0.51
I -3.02 -1.13 -0.91
H -2.08 2.25 0.66
H 0.57 0.57 2.22
H 0.01 -1.16 2.24
H 2.18 -0.97 0.72
H 0.64 -1.75 0.41
H 1.75 0.93 -0.50
H 1.91 -0.41 -1.44
H -0.16 1.03 -2.08
H -0.30 -0.73 -2.05
```

As for the energy relative to the best compared isomer or geometry (same formula, charge and spin): 80.2 kcal/mol. The HOMO energy comes out at -8.71 eV. As for the spin multiplicity: 1. The SMILES is I[C@@]12C=C1CCCC2. The gap between HOMO and LUMO is 9.5 eV. Its charge is 0.


Record 3
A single C7H9IO2 molecule, computed with ωB97M-V/def2-TZVPD.

Structure (XYZ):
```
19
C7H9IO2, DFT ωB97M-V/def2-TZVPD
C 0.22 2.47 0.37
C -1.05 0.10 0.07
C 0.04 0.79 0.35
C -0.26 -1.34 0.23
C 0.77 2.95 -1.00
C -0.04 -2.16 1.54
C -0.20 -2.07 -1.11
O 0.31 3.05 1.42
O 0.86 -0.35 0.13
I -2.95 1.41 0.34
H 1.50 2.18 -1.31
H 1.09 4.02 -1.13
H -0.10 2.68 -1.63
H -0.15 -1.69 2.54
H 0.99 -2.51 1.71
H -0.66 -3.06 1.61
H 0.63 -2.72 -0.89
H 0.16 -1.37 -1.92
H -1.14 -2.37 -1.33
```

As for the energy relative to the best compared isomer or geometry (same formula, charge and spin): 65.0 kcal/mol. The HOMO energy comes out at -8.76 eV. As for the spin multiplicity: 1. The SMILES is CC(=O)C1=C(I)C(C)(C)O1. The gap between HOMO and LUMO is 8.5 eV. Its charge is 0.


Record 4
A molecular structure, C7H9IrNO6, computed with ωB97M-V/def2-TZVPD.

Structure (XYZ):
```
24
C7H9IrNO6, DFT ωB97M-V/def2-TZVPD
Ir 0.22 -0.35 -1.06
O -1.65 -0.27 0.21
C -1.82 -0.97 1.47
C -1.52 -0.05 2.64
N -0.08 0.29 2.84
C 0.30 1.65 2.62
C 0.42 2.03 1.00
O 0.29 3.19 0.84
O 0.82 1.10 0.18
C 0.74 -0.63 3.18
C 2.25 -1.79 0.64
O 3.33 -1.88 0.99
O 1.19 -1.80 0.11
H -2.48 -0.31 -0.28
H -2.86 -1.25 1.55
H -1.22 -1.88 1.47
H -2.06 0.89 2.54
H -1.86 -0.54 3.55
H -0.48 2.33 2.91
H 1.29 1.88 3.02
H 1.73 -0.34 3.53
H 0.35 -1.61 3.44
O -0.63 -2.31 -3.22
C -0.30 -1.61 -2.41
```

The HOMO energy (spin up / spin down) comes out at -17.07 / -17.07 eV. Its expectation value of S² is 0.75. As for the spin multiplicity: 2. The gap between HOMO and LUMO (spin up / spin down) is 6.8 / 7.2 eV. Its charge is +2.


Record 5
A gas-phase ion, C7H9N (charge -1), computed with ωB97M-V/def2-TZVPD.

Structure (XYZ):
```
17
C7H9N, DFT ωB97M-V/def2-TZVPD
C -0.17 -1.65 -0.89
C -0.53 -0.24 -0.59
C -1.53 0.48 -1.15
N -1.52 1.74 -0.55
C -0.69 1.72 0.56
C 0.05 0.56 0.51
C 1.12 0.07 1.35
C 2.28 -0.49 0.93
H -1.04 -2.18 -1.29
H 0.69 -1.74 -1.56
H 0.04 -2.23 0.01
H -2.29 0.20 -1.85
H -2.35 2.27 -0.64
H -0.60 2.60 1.17
H 1.03 0.35 2.40
H 2.51 -0.64 -0.11
H 2.99 -0.82 1.68
```

As for the energy relative to the best compared isomer or geometry (same formula, charge and spin): 15.3 kcal/mol. The HOMO energy (spin up / spin down) comes out at 1.30 / -4.50 eV. Its expectation value of S² is 0.75. As for the spin multiplicity: 2. The gap between HOMO and LUMO (spin up / spin down) is 2.5 / 8.2 eV. Its charge is -1.


Record 6
A molecular structure, C7H9N, computed with ωB97M-V/def2-TZVPD.

Structure (XYZ):
```
17
C7H9N, DFT ωB97M-V/def2-TZVPD
C 1.59 -2.27 0.76
C 0.07 -0.30 0.44
C -0.92 0.55 0.98
C -1.41 1.55 0.16
C -0.98 1.72 -1.22
C -0.10 0.91 -1.68
C 0.54 -0.12 -0.90
H 1.33 -2.84 0.03
H 2.52 -1.52 0.18
H 1.87 -2.78 1.42
H 0.12 -1.72 1.80
H -1.24 0.41 2.03
H -2.29 2.36 0.77
H -1.28 2.69 -1.76
H 0.31 1.11 -2.82
H 1.21 -0.83 -1.38
N 0.68 -1.30 1.22
```

As for the energy relative to the best compared isomer or geometry (same formula, charge and spin): 103.9 kcal/mol. The HOMO energy comes out at -8.01 eV. As for the spin multiplicity: 1. The gap between HOMO and LUMO is 9.0 eV. Its charge is 0.


Record 7
A molecular structure, C7H9N, computed with ωB97M-V/def2-TZVPD.

Structure (XYZ):
```
17
C7H9N, DFT ωB97M-V/def2-TZVPD
C 0.66 1.73 0.19
C -0.52 0.73 0.74
C -0.98 -0.13 -0.51
C -1.21 -1.39 0.46
C -0.05 -0.72 1.09
C 1.19 0.40 -0.61
C 0.26 -0.45 -1.13
H 0.54 2.37 -0.69
H 1.49 2.02 0.84
H -1.43 1.05 1.37
H -1.59 0.14 -1.38
H -0.77 -2.28 -0.24
H -2.06 -1.50 1.12
H 0.66 -0.84 2.05
H 2.10 0.58 -1.30
H 0.64 -0.95 -2.07
N 1.05 -0.77 0.07
```

As for the energy relative to the best compared isomer or geometry (same formula, charge and spin): 130.1 kcal/mol. The HOMO energy comes out at -8.88 eV. As for the spin multiplicity: 1. The gap between HOMO and LUMO is 10.0 eV. Its charge is 0.


Record 8
A molecular structure, C7H9N, computed with ωB97M-V/def2-TZVPD.

Structure (XYZ):
```
17
C7H9N, DFT ωB97M-V/def2-TZVPD
C 0.09 0.06 2.16
C 0.02 -1.22 1.23
C -0.44 -1.39 -1.25
C 0.13 0.77 -1.77
C 0.43 1.21 0.79
C 0.67 0.57 -0.38
C 0.16 -0.89 -0.06
H -1.14 0.08 2.70
H 0.97 0.10 2.87
H -0.45 -2.32 1.43
H -0.94 -2.37 -1.55
H -1.24 -0.33 -2.92
H -0.46 1.61 -2.69
H 1.54 1.63 1.26
H 1.63 0.64 -0.57
H -0.34 2.18 0.71
N -0.63 -0.33 -1.96
```

As for the energy relative to the best compared isomer or geometry (same formula, charge and spin): 199.9 kcal/mol. The HOMO energy comes out at -6.31 eV. As for the spin multiplicity: 1. The gap between HOMO and LUMO is 6.9 eV. Its charge is 0.


Record 9
A single C7H9N molecule, computed with ωB97M-V/def2-TZVPD.

Structure (XYZ):
```
17
C7H9N, DFT ωB97M-V/def2-TZVPD
C 2.40 1.77 1.35
C 1.51 1.02 1.02
C 0.46 0.19 0.52
C 0.72 -0.48 -0.82
C -0.67 -0.86 -1.33
C -1.54 0.25 -0.73
C -0.45 -0.49 1.42
H 3.11 2.44 1.79
H 1.44 -1.32 -0.71
H 1.18 0.21 -1.51
H -0.79 -0.90 -2.40
H -1.02 -1.81 -0.91
H -1.58 1.12 -1.36
H -2.57 -0.04 -0.48
H -0.50 -0.27 2.49
H -0.81 -1.47 1.15
N -0.89 0.62 0.53
```

As for the energy relative to the best compared isomer or geometry (same formula, charge and spin): 73.9 kcal/mol. The HOMO energy comes out at -9.19 eV. As for the spin multiplicity: 1. The SMILES is C#C[C@]12CCCN1C2. The gap between HOMO and LUMO is 10.2 eV. Its charge is 0.


Record 10
A single C7H9N molecule, computed with ωB97M-V/def2-TZVPD.

Structure (XYZ):
```
17
C7H9N, DFT ωB97M-V/def2-TZVPD
C 0.80 -0.74 0.25
C -1.73 -0.42 0.94
C 1.24 0.68 0.18
C -0.79 -0.43 -0.25
C 2.47 1.19 0.22
C -1.15 -0.95 -1.45
C 0.05 1.47 -0.38
N -0.40 2.50 -0.71
H 0.79 -1.14 1.27
H 1.30 -1.38 -0.48
H -1.23 -0.03 1.83
H -2.58 0.22 0.72
H -2.09 -1.43 1.16
H 2.61 2.26 0.10
H 3.31 0.58 0.52
H -1.96 -1.67 -1.55
H -0.64 -0.71 -2.37
```

As for the energy relative to the best compared isomer or geometry (same formula, charge and spin): 106.5 kcal/mol. The HOMO energy (spin up / spin down) comes out at -8.34 / -8.34 eV. As for the spin multiplicity: 1. The SMILES is C=C(C)CC(=C)C#N. The gap between HOMO and LUMO (spin up / spin down) is 8.0 / 8.0 eV. Its charge is 0.


Record 11
2 unconnected molecules or ions with the total composition C7H9N, computed with ωB97M-V/def2-TZVPD.

Structure (XYZ):
```
17
C7H9N, DFT ωB97M-V/def2-TZVPD
C 1.31 -0.73 1.67
C -1.06 -0.49 0.47
C -1.03 0.99 0.36
C -0.04 1.47 -0.32
C 0.81 0.20 -0.70
C -0.23 -0.24 -1.87
C -1.19 -0.84 -1.11
H 1.46 -1.81 2.01
H 2.41 0.03 0.87
H 0.89 0.15 2.48
H -1.70 -0.79 1.41
H -2.05 1.70 0.49
H 0.27 2.33 -1.03
H 1.97 0.22 -0.80
H -0.16 -0.34 -2.85
H -2.11 -1.14 -1.61
N 0.45 -0.70 0.53
```

As for the energy relative to the best compared isomer or geometry (same formula, charge and spin): 189.5 kcal/mol. The HOMO energy comes out at -8.01 eV. As for the spin multiplicity: 1. The gap between HOMO and LUMO is 8.8 eV. Its charge is 0.


Record 12
A single C7H9N molecule, computed with ωB97M-V/def2-TZVPD.

Structure (XYZ):
```
17
C7H9N, DFT ωB97M-V/def2-TZVPD
C -1.47 -1.44 -1.67
C -1.08 -1.08 -0.52
C -0.65 -0.28 0.53
C -0.75 1.22 0.12
C 0.75 1.24 -0.81
C 0.88 -0.27 0.89
C 0.15 -1.16 1.67
H -1.49 -1.85 -2.69
H -0.49 1.86 0.99
H -1.49 1.58 -0.57
H 1.28 2.18 -0.59
H 0.58 1.14 -1.91
H 1.23 -0.64 -0.90
H 1.02 0.51 1.60
H 0.09 -2.19 1.38
H -0.17 -0.88 2.80
N 1.61 0.06 -0.31
```

As for the energy relative to the best compared isomer or geometry (same formula, charge and spin): 165.8 kcal/mol. The HOMO energy comes out at -7.91 eV. As for the spin multiplicity: 1. The SMILES is C#C[C@]12CCN[C@@H]1C2. The gap between HOMO and LUMO is 8.8 eV. Its charge is 0.


What did we get for F_max? Answer: 0.079, 0.086, 0.080, 0.050, 0.038, 0.312, 0.181, 0.220, 0.044, 0.091, 0.158, 0.144 hartree/bohr, in the order shown.